DFT (ωB97M-V/def2-TZVPD) results for C31H55BrMgNP3 as an isolated structure in a non-equilibrium geometry.

Summary:
* max |F|: 2.61 eV/Å
* HOMO level (spin up / spin down): -0.4491 / -0.4492 Eh
* Kohn-Sham gap (spin up / spin down): 4.0083 / 4.4171 eV

Structure (ORCA input):
```
! wB97M-V def2-TZVPD RIJCOSX def2/J DEFGRID3
* xyz 2 1
H -1.590 3.655 -0.523
H 2.742 -1.858 -1.560
H 5.691 -1.799 -2.492
C 4.702 -2.269 -2.446
H 0.654 4.918 -0.307
H -1.666 0.158 -1.997
H 0.505 -3.580 0.961
C 5.474 1.665 -0.469
H 5.182 -2.507 1.775
H 0.595 -1.498 -3.110
H -2.327 -4.720 1.076
H -5.762 4.988 -3.184
C 3.342 -1.512 1.120
Br 3.287 3.843 -0.894
Mg -0.549 0.428 -0.038
C -0.574 -3.387 0.888
H -2.015 2.730 4.487
H 1.179 -3.100 -3.618
H -0.501 1.981 5.077
C 0.323 1.890 -2.754
H 0.522 2.465 2.743
C -0.555 2.297 2.917
H 3.763 -2.950 2.707
H -2.293 -0.874 4.791
H 2.235 2.531 -3.537
N -5.151 3.602 -4.605
H 3.388 1.164 -0.971
H -0.041 -4.146 -1.643
C -0.928 2.678 4.348
C -2.605 0.262 2.962
C 1.643 3.580 -1.692
H -2.930 -0.601 2.353
H -2.357 -3.727 -1.193
H -0.879 -2.857 1.800
C -5.227 4.050 -3.351
H -4.424 2.148 -5.894
C 3.698 -1.356 -1.741
H 3.674 1.328 0.784
H 0.089 1.203 -3.568
C -3.546 -2.124 -0.324
H 5.702 1.600 -1.544
H 6.288 1.197 0.098
H 2.746 -0.678 1.496
C -3.796 1.758 -3.842
P -0.730 -2.172 -0.473
H 2.676 -2.258 0.684
H -2.630 0.852 5.075
C -4.654 3.357 -2.274
C -3.861 2.203 -2.492
C 4.248 -2.123 2.192
C -0.667 2.124 -1.743
H 0.287 -1.416 3.155
C -1.776 1.152 -1.559
H 1.810 -0.321 4.999
H -3.384 -1.116 0.089
H -0.466 -0.603 4.545
C -2.862 -0.010 4.443
H 4.372 -2.459 -3.469
H -3.627 1.488 -0.452
C 1.493 0.156 4.063
H 1.429 1.235 4.240
H -0.520 3.673 4.552
H 4.519 -1.377 2.939
H 3.513 -0.460 -2.350
P 4.406 -0.817 -0.160
H -2.428 -2.263 -2.193
H -4.443 -2.067 -0.953
C -0.660 3.325 -1.013
C 4.118 0.994 -0.170
C -3.114 1.605 -1.400
H -3.921 -0.253 4.574
H -1.216 -5.194 -0.230
H -0.561 -2.769 -3.595
H 4.814 -3.229 -1.932
H 1.337 -3.133 -1.182
C -4.459 2.490 -4.858
C -2.376 -2.629 -1.158
H -3.253 0.842 -4.082
C 0.385 -2.576 -3.069
C 0.153 -0.442 3.654
H 5.435 2.728 -0.199
P -0.866 0.553 2.469
C -1.274 -4.743 0.768
H -1.104 2.907 2.178
H -3.787 -2.799 0.510
H -0.758 -5.444 1.444
H -4.764 3.745 -1.256
H -3.187 1.133 2.610
C 1.501 2.644 -2.743
C 0.539 4.042 -0.935
H 2.272 -0.033 3.316
C 0.337 -3.113 -1.646
*
```